1.
C36H51Cl2N2OPSn | ωB97M-V/def2-TZVPD

For the lowest unoccupied orbital energy (alpha / beta), the calculation gives 0.0006 / 0.0006 Eh. The calculation puts the highest occupied orbital energy (alpha / beta) at -0.208 / -0.208 Eh. Its total energy is -3063.17039 Ha. The frontier orbital gap (alpha / beta) is 0.20818 / 0.20816 Eh.

Last column: Löwdin charge in e.
Atoms and positions in Å:
P1 0.11688 -2.30215 -1.09034  1.074
C1 -1.38937 -2.47886 -2.22127  -0.452
C2 -1.50309 -3.72783 -3.10463  -0.213
C3 -2.66992 -3.57488 -4.09054  -0.199
C4 -3.99497 -3.23674 -3.39540  -0.206
C5 -3.87140 -2.06078 -2.41917  -0.199
C6 -2.69240 -2.23000 -1.44807  -0.225
C7 -0.06182 -3.63257 0.22700  -0.454
C8 -0.54663 -5.00562 -0.23222  -0.214
C9 -0.45238 -6.01351 0.92344  -0.200
C10 -1.20702 -5.53592 2.17113  -0.206
C11 -0.84936 -4.10070 2.58102  -0.198
C12 -0.90442 -3.11281 1.40495  -0.221
C13 1.44803 -3.05741 -2.15304  -0.481
C14 1.63577 -2.19487 -3.41408  -0.221
C15 2.76555 -2.73145 -4.30356  -0.203
C16 4.07892 -2.92622 -3.53851  -0.210
C17 3.89304 -3.74453 -2.25684  -0.203
C18 2.76089 -3.21158 -1.36570  -0.217
H1 -1.23567 -1.61119 -2.89265  0.098
H2 -1.67059 -4.61625 -2.48206  0.094
H3 -0.57705 -3.90743 -3.66685  0.095
H4 -2.77684 -4.49874 -4.67252  0.107
H5 -2.42333 -2.77307 -4.80076  0.113
H6 -4.75485 -3.00628 -4.15088  0.105
H7 -4.35001 -4.12092 -2.84871  0.112
H8 -3.72170 -1.13085 -2.98544  0.113
H9 -4.79932 -1.94662 -1.84680  0.107
H10 -2.59856 -1.33123 -0.82097  0.092
H11 -2.89495 -3.08275 -0.78118  0.099
H12 0.97478 -3.75021 0.59124  0.098
H13 0.60668 -6.16712 1.17459  0.113
H14 0.03815 -5.37233 -1.08874  0.105
H15 -1.59642 -4.93700 -0.55469  0.099
H16 -0.84955 -6.98177 0.59326  0.107
H17 -1.00080 -6.21563 3.00635  0.105
H18 -2.28656 -5.59291 1.97529  0.111
H19 -1.52459 -3.76006 3.37487  0.109
H20 0.16804 -4.08944 2.99643  0.113
H21 -0.53911 -2.12541 1.72582  0.096
H22 -1.94904 -2.98275 1.08397  0.097
H23 1.10652 -4.06579 -2.45019  0.098
H24 0.70897 -2.15093 -4.00507  0.096
H25 1.85871 -1.16188 -3.10407  0.117
H26 2.45228 -3.69501 -4.72912  0.113
H27 2.91717 -2.04318 -5.14246  0.106
H28 4.49183 -1.94309 -3.27832  0.112
H29 4.81229 -3.41834 -4.18608  0.104
H30 4.82511 -3.75923 -1.68098  0.106
H31 3.66402 -4.78474 -2.52667  0.113
H32 2.62762 -3.90319 -0.52198  0.097
H33 3.03718 -2.23624 -0.93509  0.095
Sn1 0.22919 1.47342 0.97236  0.666
Cl1 2.18959 0.17440 0.95324  0.001
Cl2 -0.62392 1.29240 -1.23827  0.006
C19 -0.76234 2.21916 2.66544  -0.295
H34 -0.25452 2.97233 3.27094  0.021
C20 -2.00387 1.75053 3.16353  -0.395
C21 -2.43888 2.10480 4.48906  -0.081
C22 -3.54134 1.48847 5.05829  -0.122
C23 -4.27205 0.53462 4.32091  -0.135
C24 -3.91279 0.22900 2.99239  -0.118
C25 -2.82511 0.85245 2.39719  -0.104
H35 -1.85561 2.84964 5.04087  0.098
H36 -3.83992 1.74523 6.07943  0.095
H37 -4.50088 -0.50080 2.42592  0.096
H38 -2.56319 0.66141 1.34864  0.067
H39 -5.12261 0.03767 4.78253  0.081
C26 1.03396 8.01669 1.47010  0.008
N1 0.60466 6.65349 1.23239  -0.057
N2 1.45587 5.62360 0.98136  0.073
C27 0.70804 4.51126 0.69509  -0.355
O1 1.25514 3.33681 0.58440  -0.215
C28 -0.64731 4.92247 0.69385  0.063
C29 -0.66983 6.24279 1.08429  -0.236
C30 -1.82302 7.14310 1.33787  -0.012
C31 2.87958 5.72478 1.02000  -0.159
C32 3.52622 6.48754 2.00060  -0.030
C33 4.91468 6.64122 1.95156  -0.070
C34 5.66932 5.93678 1.00472  -0.076
C35 5.02060 5.11453 0.07492  -0.059
C36 3.62866 5.02286 0.06526  0.004
H40 1.74906 8.36399 0.71431  0.113
H41 1.46174 8.14569 2.47116  0.086
H42 0.13703 8.64150 1.41170  0.089
H43 -1.47624 4.25742 0.51172  0.116
H44 -1.81689 7.56822 2.35317  0.098
H45 -1.89210 7.97653 0.61885  0.095
H46 -2.74481 6.55480 1.24142  0.097
H47 2.95797 6.96680 2.79820  0.101
H48 5.40610 7.30710 2.66509  0.109
H49 6.75608 6.02148 0.99322  0.106
H50 5.59467 4.54687 -0.65562  0.111
H51 3.11237 4.42692 -0.68582  0.123

Atomic forces in eV per Å
P -0.281 -0.385 0.124
C 0.555 0.141 0.164
C -0.238 -0.032 -0.030
C 0.055 0.063 0.004
C 0.044 -0.048 0.075
C 0.162 0.014 0.044
C -0.099 -0.032 -0.217
C 0.059 0.409 -0.323
C -0.048 -0.235 0.325
C 0.006 0.047 -0.038
C -0.080 0.055 -0.089
C 0.067 0.081 -0.064
C 0.022 -0.260 0.053
C -0.315 -0.212 0.042
C 0.213 -0.081 0.053
C -0.064 -0.022 0.091
C -0.077 0.110 0.092
C -0.148 0.022 0.012
C 0.055 0.097 -0.182
H -0.164 -0.181 0.127
H 0.005 0.213 -0.209
H -0.211 0.051 0.116
H -0.030 0.159 0.015
H -0.028 -0.078 0.051
H 0.041 -0.082 0.099
H 0.055 0.069 -0.026
H -0.031 -0.098 0.061
H 0.064 0.022 -0.133
H 0.006 -0.206 -0.068
H 0.039 0.187 -0.151
H -0.280 0.074 0.020
H -0.104 0.019 -0.035
H -0.157 0.105 0.182
H 0.227 -0.020 0.118
H 0.096 0.080 0.119
H -0.094 0.068 -0.094
H 0.090 0.015 -0.001
H 0.132 -0.077 -0.047
H -0.104 0.011 -0.040
H -0.095 -0.214 -0.071
H 0.230 -0.006 0.108
H 0.234 0.244 -0.046
H 0.187 -0.001 0.206
H 0.001 -0.151 -0.033
H 0.021 0.087 0.033
H 0.027 -0.129 0.026
H -0.044 -0.051 -0.008
H -0.023 0.086 0.056
H -0.061 -0.054 -0.105
H 0.027 0.086 0.025
H 0.014 0.189 -0.208
H -0.006 -0.143 -0.101
Sn -0.341 1.299 0.892
Cl -0.251 0.270 -0.066
Cl 0.102 0.060 0.649
C 0.214 0.112 -0.866
H 0.543 -0.361 -0.509
C -0.541 -0.944 -0.054
C 0.205 -0.167 -0.791
C -0.255 -0.240 -0.629
C 0.118 0.026 0.032
C -0.065 0.274 0.385
C 0.159 0.407 0.927
H -0.165 -0.355 -0.108
H 0.069 -0.122 -0.363
H 0.168 0.289 0.199
H -0.080 -0.076 0.336
H 0.147 0.076 -0.120
C -0.128 0.425 0.066
N -0.048 1.122 0.330
N 0.360 -0.788 -0.128
C 0.011 -1.123 0.258
O -0.333 1.043 -0.198
C 0.127 -0.219 0.120
C 0.260 -0.496 -0.398
C -0.704 0.142 -0.025
C 0.573 -0.050 0.109
C 0.091 -0.025 -0.143
C 0.010 -0.280 -0.171
C -0.376 0.027 0.005
C -0.147 0.177 0.306
C -0.087 0.296 0.004
H -0.138 -0.211 0.179
H -0.144 -0.003 -0.317
H 0.275 -0.161 -0.054
H 0.010 0.153 0.139
H 0.132 -0.169 -0.300
H 0.139 -0.317 0.209
H 0.273 0.178 0.021
H 0.281 -0.215 -0.296
H -0.154 -0.342 -0.170
H -0.310 0.016 0.000
H -0.127 0.164 0.171
H 0.174 0.103 0.247



2.
C36H52Cl16N4 | ωB97M-V/def2-TZVPD

For the lowest unoccupied orbital energy, the calculation gives 0.0120 Eh. The calculation puts the highest occupied orbital energy at -0.359 Eh. Its total energy is -8985.07789 Ha. The SMILES is c1ccncc1.c1ccncc1.c1ccncc1.c1ccncc1.ClCCCl.ClCCCl.ClCCCl.ClCCCl.ClCCCl.ClCCCl.ClCCCl.ClCCCl. The frontier orbital gap is 0.37102 Eh. For the energy above the lowest of the compared OMol25 structures with the same formula, charge and spin, the calculation gives 0.0 kcal/mol.

Last column: Löwdin charge in e.
Atoms and positions in Å:
Cl1 3.39589 1.39157 -7.62474  0.545
C1 2.69981 1.28911 -5.98697  -0.685
C2 3.45823 0.40907 -5.02067  -0.673
Cl2 3.56252 -1.28574 -5.55004  0.531
H1 1.68634 0.93026 -6.14951  0.018
H2 2.64774 2.29572 -5.57461  0.034
H3 3.02404 0.44112 -4.02415  0.028
H4 4.49104 0.74730 -4.94197  0.070
Cl3 2.36380 4.21628 -3.42627  0.597
C3 2.24017 5.34380 -2.01549  -0.606
C4 1.72454 6.68970 -2.47657  -0.653
Cl4 0.03664 6.61364 -2.98112  0.595
H5 3.25473 5.42479 -1.62938  0.076
H6 1.63693 4.85133 -1.25630  0.020
H7 2.36586 7.10696 -3.24644  0.076
H8 1.68602 7.36007 -1.61742  0.071
Cl5 0.58412 -0.82062 -3.87485  0.601
C5 -0.63509 -2.09073 -4.12230  -0.619
C6 -0.06130 -3.48021 -4.20187  -0.647
Cl6 1.08031 -3.73520 -5.55725  0.539
H9 -1.11487 -1.82012 -5.06599  0.072
H10 -1.43232 -1.98693 -3.38361  0.047
H11 -0.93195 -4.12566 -4.32553  0.080
H12 0.42745 -3.75291 -3.26974  0.039
Cl7 4.17394 -1.85950 -1.17847  0.571
C7 3.15666 -3.10485 -1.98105  -0.624
C8 3.45471 -4.44614 -1.31434  -0.641
Cl8 2.83403 -4.46576 0.35850  0.555
H13 3.37709 -3.07012 -3.04406  0.048
H14 2.12854 -2.83107 -1.76153  0.022
H15 4.52977 -4.60968 -1.28287  0.062
H16 3.01682 -5.28757 -1.84785  0.062
Cl9 4.30975 5.07068 2.32066  0.516
C9 2.86782 3.96883 2.32307  -0.655
C10 2.91691 3.07208 3.52641  -0.631
Cl10 2.41312 3.90088 5.03677  0.584
H17 2.93047 3.42725 1.38302  0.039
H18 1.96694 4.57620 2.27211  0.011
H19 3.91968 2.68240 3.67246  0.067
H20 2.22797 2.23990 3.37900  0.051
Cl11 -2.14294 2.28817 -2.08170  0.607
C11 -0.63796 2.93533 -2.78937  -0.677
C12 -0.84848 3.31586 -4.23042  -0.671
Cl12 -0.98263 1.89453 -5.32275  0.550
H21 0.13056 2.17847 -2.66217  0.032
H22 -0.36825 3.83622 -2.23960  0.024
H23 -0.04529 3.97415 -4.55867  0.014
H24 -1.78682 3.83660 -4.40337  0.060
Cl13 -0.49764 1.61782 8.23033  0.521
C13 -0.09377 3.12222 7.32462  -0.657
C14 -0.94408 3.27188 6.06912  -0.630
Cl14 -0.59831 1.95535 4.91105  0.564
H25 0.95962 3.03470 7.08210  0.003
H26 -0.18230 3.92006 8.05743  0.072
H27 -0.72983 4.23581 5.61547  0.064
H28 -1.99051 3.19311 6.34757  0.068
Cl15 -2.88757 2.55281 2.32339  0.564
C15 -2.24141 3.83010 1.24978  -0.647
C16 -1.26382 4.67321 2.05978  -0.630
Cl16 -0.17406 5.45358 0.88450  0.599
H29 -3.07936 4.42236 0.89320  0.075
H30 -1.74754 3.34853 0.40843  -0.006
H31 -0.62599 4.05504 2.68771  0.027
H32 -1.77329 5.40967 2.67498  0.078
N1 -3.37234 -1.79084 -1.80785  0.053
C17 -3.03110 -1.04700 -0.74150  -0.152
C18 -3.79127 -1.03558 0.41794  -0.066
C19 -4.96425 -1.78028 0.45091  -0.079
C20 -5.32050 -2.53463 -0.63755  -0.069
C21 -4.49751 -2.48823 -1.76979  -0.147
H33 -2.17233 -0.39380 -0.80731  0.062
H34 -3.49049 -0.40122 1.24138  0.079
H35 -5.57726 -1.69303 1.34030  0.109
H36 -6.18417 -3.18606 -0.64333  0.102
H37 -4.73968 -3.05027 -2.66285  0.103
N2 -3.03498 -3.11375 5.33028  0.060
C22 -2.78922 -1.85555 4.96692  -0.153
C23 -1.66402 -1.44390 4.26686  -0.085
C24 -0.78185 -2.41963 3.82640  -0.079
C25 -0.98787 -3.73017 4.23238  -0.080
C26 -2.07655 -4.01114 5.02942  -0.152
H38 -3.53176 -1.12282 5.26353  0.104
H39 -1.52568 -0.43522 3.90338  0.045
H40 0.00005 -2.13695 3.13272  0.092
H41 -0.26695 -4.50328 4.00038  0.102
H42 -2.21582 -4.99617 5.45621  0.101
N3 0.26647 -5.73570 -1.03674  0.033
C27 0.26719 -7.04520 -0.78028  -0.149
C28 -0.51845 -7.67622 0.19887  -0.057
C29 -1.36243 -6.86416 0.92432  -0.084
C30 -1.36598 -5.50197 0.69812  -0.077
C31 -0.53689 -4.97161 -0.27662  -0.170
H43 1.02187 -7.55538 -1.36787  0.103
H44 -0.44444 -8.74578 0.32197  0.101
H45 -2.10771 -7.26683 1.60107  0.109
H46 -2.11441 -4.83037 1.09656  0.102
H47 -0.56891 -3.91294 -0.49993  0.090
N4 0.94661 2.06333 0.63055  0.076
C32 1.68847 1.57778 -0.36531  -0.154
C33 1.60668 0.26684 -0.79861  -0.120
C34 0.80819 -0.64108 -0.13151  -0.061
C35 0.08068 -0.16477 0.94267  -0.063
C36 0.11272 1.18834 1.22920  -0.153
H48 2.33401 2.27020 -0.89773  0.096
H49 2.24758 -0.01317 -1.62106  0.036
H50 0.79953 -1.70121 -0.33857  0.089
H51 -0.56358 -0.78933 1.54910  0.082
H52 -0.44485 1.58710 2.06250  0.023

Atomic forces in eV per Å
Cl 0.294 0.018 0.146
C -0.596 -0.184 0.086
C 0.782 0.202 -0.379
Cl -0.030 -0.029 0.017
H -0.003 -0.026 0.233
H 0.061 0.039 -0.085
H -0.223 -0.029 -0.067
H -0.039 0.069 0.035
Cl 0.122 0.064 0.285
C 0.368 -0.224 -0.402
C 0.151 -0.121 1.053
Cl -0.371 -0.076 -0.485
H 0.000 0.178 -0.020
H -0.246 0.128 -0.099
H -0.208 0.010 -0.177
H 0.381 0.021 -0.021
Cl 0.132 -0.073 0.425
C -0.435 0.426 -0.989
C -0.458 0.111 0.430
Cl -0.349 0.031 0.307
H 0.137 -0.152 -0.047
H 0.320 -0.206 0.349
H 0.248 -0.273 -0.170
H 0.171 -0.115 -0.075
Cl 0.112 0.083 -0.226
C 0.104 -0.337 0.888
C 0.234 0.131 -0.474
Cl 0.192 -0.004 0.006
H -0.055 -0.131 -0.022
H -0.073 0.070 -0.344
H 0.000 0.037 0.167
H -0.322 0.165 0.002
Cl -0.365 0.012 -0.014
C 0.438 0.553 -0.184
C -0.264 -0.363 -0.201
Cl 0.233 0.082 -0.289
H 0.016 -0.276 0.249
H 0.121 0.045 0.160
H -0.001 0.019 0.130
H -0.049 0.042 0.083
Cl -0.047 -0.133 0.149
C -0.125 0.137 -0.179
C -0.306 0.067 -0.442
Cl 0.209 0.185 0.073
H 0.016 -0.006 -0.067
H -0.065 -0.080 0.122
H 0.050 -0.321 -0.127
H 0.007 0.146 0.376
Cl -0.073 0.161 -0.138
C 0.353 -0.604 0.119
C 0.192 -0.079 0.965
Cl 0.081 0.240 0.085
H -0.001 -0.028 -0.156
H -0.400 0.246 -0.298
H -0.005 -0.064 -0.230
H -0.106 0.071 -0.215
Cl -0.414 0.006 -0.075
C 0.164 0.033 0.340
C 0.033 -0.535 -0.331
Cl 0.002 0.612 -0.035
H 0.004 -0.030 -0.043
H -0.028 -0.045 0.149
H -0.079 -0.099 0.006
H 0.104 0.159 -0.118
N 0.477 0.619 -0.192
C -0.682 -0.414 0.079
C 0.061 0.195 -0.417
C 0.183 0.490 0.746
C 0.105 -0.367 -0.765
C 0.091 -0.111 0.743
H 0.254 -0.196 -0.244
H -0.068 -0.035 0.069
H -0.108 -0.345 -0.058
H -0.140 0.199 0.041
H -0.053 -0.076 -0.007
N 0.855 -0.024 0.085
C -0.250 0.183 0.220
C 0.066 -0.516 -0.861
C -0.346 0.161 -0.078
C 0.606 0.074 0.152
C -0.754 0.262 0.162
H -0.072 -0.013 -0.036
H -0.196 0.166 0.363
H 0.266 -0.204 0.235
H -0.090 -0.050 -0.113
H -0.074 -0.129 -0.173
N -0.456 0.300 0.545
C 0.429 0.304 0.252
C 0.728 0.550 -0.795
C -0.724 -0.203 0.238
C -0.202 0.682 -0.752
C 0.103 -0.789 -0.423
H -0.298 -0.541 0.005
H -0.130 -0.032 0.118
H 0.241 -0.154 0.138
H 0.090 -0.139 0.552
H 0.075 0.106 -0.035
N -0.486 -0.407 0.050
C -0.649 0.040 -0.018
C 0.587 -0.043 -0.401
C 0.153 0.062 0.513
C -0.616 0.258 0.008
C 1.138 0.510 0.199
H 0.090 0.055 0.138
H -0.133 -0.222 -0.020
H 0.035 -0.029 -0.322
H 0.019 -0.133 -0.179
H -0.217 0.000 0.025